Entry 1:
Molecular formula: C25H23AuN4O4S4
Method: DFT, wB97M-V/def2-TZVPD

Each line ends with the Mulliken charge.
Element x y z (Å)
Au: 0.648 0.875 -1.471  0.776
C: 2.953 5.541 -1.464  -0.802
S: 3.082 4.573 0.065  -0.027
C: 2.440 3.047 -0.563  0.537
S: 0.704 3.009 -0.706  -0.384
N: 3.264 2.096 -0.819  -1.078
N: 2.632 0.970 -1.299  0.886
C: 3.246 -0.152 -1.334  -0.425
C: 2.482 -1.331 -1.756  0.835
C: 3.049 -2.568 -1.931  -0.661
C: 2.218 -3.631 -2.293  -0.295
C: 0.873 -3.407 -2.478  -0.759
C: 0.365 -2.120 -2.295  0.265
N: 1.153 -1.124 -1.938  -0.316
H: 3.308 6.538 -1.209  0.321
H: 1.923 5.606 -1.805  0.275
H: 3.590 5.121 -2.238  0.289
H: 4.282 -0.209 -1.018  0.398
H: 4.109 -2.710 -1.774  0.417
H: 2.632 -4.622 -2.417  0.456
H: 0.200 -4.209 -2.742  0.403
H: -0.682 -1.882 -2.415  0.176
C: -7.679 1.529 -1.184  -1.473
C: -6.218 1.179 -1.136  0.548
C: -5.267 2.129 -0.788  -0.940
C: -3.912 1.824 -0.741  0.907
C: -2.922 2.889 -0.349  -1.263
C: -3.513 0.517 -1.038  0.582
C: -4.451 -0.468 -1.362  0.768
C: -4.044 -1.893 -1.624  -1.376
C: -5.791 -0.114 -1.419  -0.920
C: -2.068 0.141 -0.968  0.380
O: -1.620 -0.754 -0.292  -0.483
O: -1.318 0.891 -1.786  -0.743
H: -7.825 2.605 -1.262  0.373
H: -8.189 1.188 -0.280  0.287
H: -8.169 1.055 -2.035  0.376
H: -5.586 3.136 -0.545  0.328
H: -3.437 3.750 0.074  0.385
H: -2.347 3.222 -1.214  0.213
H: -2.215 2.520 0.397  0.276
H: -3.162 -1.952 -2.266  0.146
H: -4.853 -2.437 -2.110  0.424
H: -3.790 -2.399 -0.692  0.305
H: -6.523 -0.870 -1.682  0.374
O: 2.406 -4.647 3.212  -0.666
S: 3.172 -3.631 2.544  1.144
O: 4.294 -4.056 1.742  -0.668
N: 2.201 -2.650 1.657  -0.523
C: 2.204 -1.418 2.113  0.623
S: 1.358 -0.145 1.410  -0.360
C: 3.065 -1.203 3.321  0.238
C: 3.277 -0.043 4.046  -0.581
C: 4.113 -0.105 5.153  -0.592
C: 4.721 -1.300 5.530  -0.421
C: 4.511 -2.465 4.801  -0.618
C: 3.684 -2.379 3.701  0.036
H: 2.789 0.876 3.748  0.446
H: 4.294 0.788 5.738  0.381
H: 5.361 -1.321 6.403  0.376
H: 4.976 -3.400 5.083  0.424

lowest unoccupied orbital energy = -2.3 eV
HOMO-LUMO gap = 5.252 eV
ΔE to the lowest compared entry with this formula, charge and spin = 0.976 eV

---

Entry 2:
Molecular formula: C22H30N4O8
Method: DFT, wB97M-V/def2-TZVPD

Each line ends with the Mulliken charge.
Element x y z (Å)
C: -22.383 25.155 0.380  -0.690
N: -22.512 23.809 -0.227  0.793
O: -23.567 23.164 -0.118  -0.497
O: -21.499 23.329 -0.764  -0.490
H: -22.553 25.782 -0.495  0.289
H: -21.322 25.289 0.588  0.307
H: -23.101 25.387 1.166  0.288
C: -15.896 13.723 -3.988  -0.677
N: -15.803 13.587 -5.459  0.846
O: -14.724 13.485 -6.001  -0.520
O: -16.818 13.433 -6.091  -0.512
H: -15.434 14.674 -3.723  0.281
H: -15.419 12.933 -3.407  0.267
H: -16.953 13.889 -3.779  0.315
C: -7.254 13.623 0.451  -0.639
N: -8.560 14.361 0.574  0.802
O: -9.648 13.827 0.379  -0.508
O: -8.456 15.453 1.093  -0.498
H: -6.521 14.411 0.278  0.292
H: -7.273 13.057 -0.481  0.279
H: -6.932 13.062 1.329  0.270
C: -10.152 21.314 -2.286  -0.612
N: -11.462 20.696 -2.332  0.828
O: -12.383 21.364 -1.877  -0.515
O: -11.564 19.556 -2.685  -0.512
H: -9.871 21.053 -1.265  0.268
H: -10.177 22.376 -2.533  0.262
H: -9.532 20.775 -3.002  0.280
C: -28.452 21.510 5.356  -0.320
C: -27.298 20.766 5.417  -0.383
C: -26.508 20.916 6.528  -0.333
C: -26.937 21.694 7.618  -0.314
C: -28.115 22.439 7.549  -0.385
C: -28.886 22.300 6.439  -0.321
H: -29.072 21.486 4.472  0.330
H: -27.049 20.130 4.580  0.366
H: -25.575 20.374 6.566  0.340
H: -26.400 21.668 8.555  0.335
H: -28.469 23.024 8.385  0.356
H: -29.864 22.737 6.299  0.328
C: -26.138 12.890 2.373  -0.216
C: -26.309 12.802 1.011  -0.468
C: -27.491 13.228 0.415  -0.243
C: -28.476 13.832 1.247  -0.433
C: -28.196 14.007 2.586  -0.186
C: -27.015 13.549 3.188  -0.512
H: -25.242 12.441 2.778  0.328
H: -25.591 12.251 0.422  0.329
H: -27.619 13.175 -0.656  0.358
H: -29.443 14.066 0.827  0.351
H: -28.909 14.555 3.185  0.324
H: -26.888 13.664 4.254  0.366
C: -17.239 17.634 2.281  -0.533
C: -18.399 17.256 2.915  -0.229
C: -18.565 16.139 3.807  -0.480
C: -17.516 15.238 3.854  -0.243
C: -16.342 15.533 3.156  -0.395
C: -16.237 16.690 2.382  -0.148
H: -17.117 18.492 1.636  0.373
H: -19.226 17.951 2.923  0.306
H: -19.548 15.976 4.223  0.353
H: -17.603 14.282 4.350  0.344
H: -15.485 14.882 3.058  0.327
H: -15.297 16.747 1.853  0.325

lowest unoccupied orbital energy = 0.0 eV
HOMO-LUMO gap = 9.105 eV
ΔE to the lowest compared entry with this formula, charge and spin = 0.717 eV
SMILES = C[N+](=O)[O-].C[N+](=O)[O-].C[N+](=O)[O-].C[N+](=O)[O-].c1ccccc1.c1ccccc1.c1ccccc1